[1]
The following is a DFT calculation (ωB97M-V/def2-TZVPD) of a molecular structure, C9H5BeClN9O2.

XYZ file:
```
27
Properties=species:S:1:pos:R:3:forces:R:3
Be -0.06167 -1.04882 -0.13298 0.133 -0.381 -0.094
Cl -0.25782 4.87247 3.35457 -0.052 -0.384 -0.157
C 0.05829 3.43285 2.37912 1.035 1.657 -0.120
C 1.22070 3.44247 1.57991 0.365 -0.263 -1.250
C 1.47184 2.36375 0.73522 1.165 1.382 0.097
C 0.65883 1.23163 0.72306 -2.625 0.060 1.514
O 0.94285 0.20318 0.06758 0.425 -0.925 -1.106
C -0.54957 1.26124 1.57561 2.455 0.754 -1.126
C -1.07070 0.01307 1.91123 -1.069 -0.390 1.954
O -0.91408 -1.04344 1.30953 0.475 -0.975 -0.693
C -0.79305 2.40473 2.33991 -2.037 -1.028 1.103
H 1.85804 4.35146 1.53040 -0.483 -0.852 0.213
H 2.31442 2.30302 0.02273 -0.362 0.386 0.665
H -1.54995 -0.10923 2.92096 -0.104 0.466 -0.727
H -1.72922 2.40802 2.93413 0.756 0.145 -0.216
N -0.40664 -2.89813 -2.65380 2.113 -0.862 -1.855
C 0.68756 -3.06235 -1.77390 -0.318 -0.355 0.235
N 1.64776 -3.94284 -1.94165 0.447 -0.724 -0.536
N 2.47219 -3.82834 -0.86949 -1.571 1.618 0.068
N 2.00959 -2.88691 -0.08857 -0.487 -0.460 -0.587
N 0.83813 -2.39452 -0.64395 1.224 -0.087 1.067
C -1.18797 -1.79067 -2.48694 -0.700 3.023 0.362
N -1.90113 -1.18580 -3.41848 -0.650 0.433 0.150
N -2.44812 -0.03617 -2.78176 0.396 -2.117 -1.924
N -2.06017 -0.00094 -1.60258 1.129 -0.170 1.711
N -1.21682 -1.05229 -1.33954 -0.471 -0.066 -0.628
H -0.03328 -3.00746 -3.65034 -1.188 0.115 1.881
```
Positions in Å, forces in eV/Å.

Properties
Max |F| in eV/A: 3.1
DFT total energy in hartree: -1464.41050
HOMO energy in eV: -5.6
Net charge: -1
Frontier orbital gap in eV: 7.6007

[2]
The following is a DFT calculation (ωB97M-V/def2-TZVPD) of a molecular structure, C2HBrF3NO.

XYZ file:
```
9
Properties=species:S:1:pos:R:3:forces:R:3
C -0.76090 -0.04555 0.26405 1.093 2.315 -3.415
C -0.75417 -1.52112 0.25522 -0.244 -3.125 -0.105
N -0.27902 0.64667 1.49988 0.936 -1.615 2.157
O 0.06896 -0.11211 2.40989 -1.233 2.132 -2.525
F -1.83668 -2.14523 0.88040 1.718 1.260 -0.777
F -0.69737 -2.00510 -1.00793 -0.788 0.442 0.089
F 0.37396 -1.98075 0.79739 -0.026 -0.129 0.463
Br -2.54746 0.61717 -0.17194 0.580 -0.035 0.326
H -0.03273 0.35276 -0.80395 -2.035 -1.245 3.785
```
Positions in Å, forces in eV/Å.

Properties
Max |F| in eV/A: 4.5
DFT total energy in hartree: -3080.30284
HOMO energy in eV: -10.5
Frontier orbital gap in eV: 8.9793

[3]
The following is a DFT calculation (ωB97M-V/def2-TZVPD) of 2 unconnected molecules or ions with the total composition C5H14N.

XYZ file:
```
20
Properties=species:S:1:pos:R:3:forces:R:3
C 0.59897 -1.60584 0.68597 -0.750 -1.189 0.192
C 0.77281 -0.03788 0.34135 -0.859 2.957 -0.791
C -0.33707 0.43155 -0.74322 -0.570 -0.941 -0.556
C -0.11829 -0.13491 -2.10179 0.215 0.245 -0.631
C -1.72671 0.52227 -0.24911 0.543 -0.155 0.224
N 0.51748 0.52396 1.52036 0.273 -1.758 0.838
H -0.44499 -1.80020 0.94266 0.306 0.130 0.462
H 1.32968 -1.92939 1.42097 -0.037 0.034 0.121
H 0.75647 -2.11826 -0.26594 0.404 0.420 -0.271
H 1.79458 0.21119 0.00545 0.442 -0.692 -0.104
H -0.01212 1.54354 -0.80863 0.349 -0.190 -0.044
H -0.42349 -1.20347 -2.17370 -0.085 0.134 0.252
H 0.90491 -0.02453 -2.45196 0.123 -0.041 0.053
H -0.75664 0.28592 -2.90851 0.014 0.053 0.348
H -2.20657 -0.42762 0.10603 0.052 -0.033 -0.118
H -2.38792 0.84388 -1.06245 -0.073 0.134 0.285
H -1.74614 1.08140 0.70827 -0.291 0.172 -0.202
H 1.19839 0.18896 2.24249 -0.106 0.722 0.034
H 1.60196 2.41834 2.91688 -0.205 0.049 0.085
H 0.92030 2.47574 3.24415 0.254 -0.051 -0.177
```
Positions in Å, forces in eV/Å.

Properties
Max |F| in eV/A: 3.2
DFT total energy in hartree: -252.64063
2S+1: 2
HOMO energy (spin up / spin down) in eV: -21.5 / -21.7
Net charge: +2
Frontier orbital gap (spin up / spin down) in eV: 7.6994 / 6.6965

[4]
The following is a DFT calculation (ωB97M-V/def2-TZVPD) of a molecular structure, C27H27BF10FeN7OS.

XYZ file:
```
75
Properties=species:S:1:pos:R:3:forces:R:3
Fe 0.32711 0.03938 -0.13546 0.496 0.500 0.028
C 3.97201 0.85543 -0.16960 -0.028 -0.058 -0.048
N 2.89653 -0.14513 -0.13265 0.379 -0.166 -0.003
C 2.95437 -0.94052 -1.36921 -0.233 0.039 -0.042
C 2.24546 -0.14607 -2.45615 -0.300 -0.052 0.148
N 0.85098 -0.01485 -2.02941 0.166 0.220 0.191
C -0.01688 0.68238 -2.87206 0.083 0.014 -0.001
C 0.19590 1.99239 -3.30871 0.014 0.051 -0.023
F 1.32664 2.63074 -2.97311 -0.011 -0.006 0.011
C -0.73297 2.68909 -4.05958 0.013 -0.040 0.016
F -0.48669 3.94536 -4.43512 0.000 0.011 -0.002
C -1.93239 2.09144 -4.39900 0.000 -0.035 0.003
F -2.84081 2.75903 -5.11008 0.000 0.001 0.003
C -2.17824 0.79158 -3.99456 0.025 0.045 -0.017
F -3.32463 0.19537 -4.33082 -0.016 0.003 -0.005
C -1.22818 0.10737 -3.26111 -0.052 -0.024 -0.007
F -1.49934 -1.15902 -2.92249 0.024 -0.022 0.012
C 3.02060 -0.90085 1.12214 -0.243 -0.002 0.011
C 2.25908 -0.13414 2.19437 -0.145 -0.190 -0.170
N 0.84795 -0.16478 1.81325 0.049 0.262 -0.141
C -0.05693 0.48477 2.64796 0.026 -0.095 -0.017
C 0.10415 1.75387 3.21866 0.009 0.046 -0.039
F 1.24749 2.43536 3.04746 0.004 -0.037 0.035
C -0.89504 2.38877 3.93505 0.000 -0.015 0.003
F -0.68311 3.61062 4.42814 -0.008 0.001 0.003
C -2.12068 1.77755 4.12056 0.017 -0.022 -0.026
F -3.09205 2.39323 4.79704 -0.001 -0.010 0.001
C -2.31595 0.51052 3.60147 0.017 0.038 0.018
F -3.47669 -0.11998 3.79971 -0.018 -0.006 0.013
C -1.29774 -0.11150 2.90780 -0.010 -0.019 0.052
F -1.52991 -1.36874 2.48440 0.018 -0.032 0.000
H 4.94338 0.35136 -0.26311 0.011 0.012 -0.001
H 3.98709 1.44072 0.74687 -0.003 0.000 0.006
H 3.85500 1.53182 -1.01300 -0.030 0.016 0.009
H 2.38517 -1.85720 -1.21559 0.068 -0.023 0.022
H 3.98367 -1.19942 -1.64950 0.028 0.068 0.020
H 2.30800 -0.65848 -3.42269 0.002 -0.093 0.049
H 2.73622 0.82408 -2.58091 -0.033 0.011 -0.087
H 4.06818 -1.07822 1.39659 0.023 0.087 -0.001
H 2.54511 -1.87166 0.99057 0.054 -0.037 -0.025
H 2.67040 0.87644 2.24675 -0.012 0.081 0.113
H 2.41074 -0.59225 3.17898 -0.006 -0.056 -0.019
B -2.17613 2.77244 -0.25437 -0.042 -0.063 -0.149
N -2.51957 1.29102 0.09568 0.133 0.159 0.077
C -3.77726 0.89813 0.28355 -0.078 -0.067 0.053
C -3.85317 -0.47977 0.14457 -0.046 0.041 -0.002
C -2.55318 -0.85629 -0.13638 0.067 0.070 0.011
N -1.74321 0.21426 -0.15428 -0.245 -0.328 -0.172
N -0.68956 3.10634 0.03089 -0.065 0.024 0.126
C -0.25581 4.36465 0.14313 0.037 0.051 0.061
C 1.12323 4.35819 0.23181 -0.003 -0.031 -0.018
C 1.45163 3.01114 0.16361 0.064 -0.009 0.019
N 0.35836 2.25688 0.04032 -0.162 -0.213 -0.180
H -2.41218 2.94645 -1.43361 0.068 -0.057 0.009
H -2.87036 3.46880 0.44709 0.028 0.009 -0.044
H -4.54296 1.63093 0.47502 0.003 0.004 0.007
H -4.72176 -1.10673 0.23593 -0.007 0.001 0.000
H -2.14206 -1.82793 -0.32563 0.008 0.015 -0.003
H -0.96166 5.17810 0.14905 -0.005 -0.002 0.014
H 1.78626 5.19746 0.34047 -0.002 0.010 0.001
H 2.42019 2.55658 0.21641 -0.030 -0.014 0.001
O 0.23210 -2.17637 -0.24049 -0.125 -0.126 0.190
S 0.26323 -3.13289 0.95111 0.014 0.206 -0.088
C -1.23593 -4.15377 0.76699 -0.008 -0.063 0.022
C -0.79357 -5.60020 0.56615 -0.006 0.026 -0.026
C 0.46924 -5.52196 -0.28686 0.009 -0.015 0.032
C 1.34183 -4.49099 0.41522 0.019 -0.055 -0.041
H -1.70363 -3.76401 -0.13714 -0.007 -0.034 0.014
H -1.88771 -3.98067 1.62060 -0.007 -0.001 -0.007
H -1.58581 -6.17918 0.09223 -0.002 -0.002 -0.002
H -0.56944 -6.07207 1.52547 -0.004 0.004 0.008
H 0.22374 -5.17958 -1.29399 -0.001 0.009 0.000
H 0.97808 -6.48201 -0.37061 -0.002 -0.001 -0.004
H 2.12221 -4.04534 -0.19932 0.010 0.000 0.004
H 1.79183 -4.89743 1.32352 0.008 -0.013 -0.007
```
Positions in Å, forces in eV/Å.

Properties
Max |F| in eV/A: 0.7
DFT total energy in hartree: -4188.96555
2S+1: 6
HOMO energy (spin up / spin down) in eV: -7.8 / -7.7
Frontier orbital gap (spin up / spin down) in eV: 7.8523 / 6.9732

[5]
The following is a DFT calculation (ωB97M-V/def2-TZVPD) of a gas-phase ion, C8H16N3 (charge +1).

XYZ file:
```
27
Properties=species:S:1:pos:R:3:forces:R:3
C 0.57441 2.70420 0.87510 0.830 -1.032 -3.200
C -0.83924 1.19881 2.03277 -1.170 -0.404 2.816
C -0.51231 0.30310 -0.17379 2.896 1.527 -2.941
C -1.60644 0.63584 -1.15760 -0.403 -0.342 0.286
C 0.95682 -0.89452 -1.96087 0.479 -1.110 0.275
C -0.35030 -2.23312 -0.35106 2.084 -0.327 -0.100
C 1.62934 -0.93544 0.45070 -0.795 -1.361 2.240
C 0.40371 -0.88648 -0.51525 1.198 -0.528 0.543
N 0.67690 2.00140 -0.20906 -2.053 -1.162 2.009
N -0.16322 2.32549 1.98800 -0.724 -1.975 -1.155
N -0.95218 0.27385 1.13578 -0.335 0.948 1.160
H 1.06278 3.68042 0.96999 0.010 -0.317 -0.092
H -1.36804 1.00223 3.02845 0.752 0.256 -1.623
H -1.18701 0.63436 -2.14657 0.652 1.288 -0.423
H -2.03906 1.58289 -0.74377 -0.191 -0.842 -1.264
H -2.33855 -0.19000 -1.44874 0.367 0.800 1.617
H 0.29069 -1.31359 -2.69599 -0.684 -0.111 -0.134
H 1.84139 -1.57415 -2.00961 -0.622 0.405 0.309
H 1.29940 0.02681 -2.35209 0.270 1.283 -0.008
H 0.32605 -3.00790 -0.83746 -1.279 0.875 0.285
H -0.45494 -2.59610 0.65699 -0.040 0.227 0.700
H -1.30232 -2.13401 -0.77109 -1.472 -0.508 -1.063
H 1.42824 -0.34549 1.44668 0.731 -1.135 -1.912
H 2.47719 -0.60069 -0.08458 0.965 0.974 -0.075
H 1.93274 -2.04146 0.74545 -0.959 2.155 -0.511
H -0.14219 2.79710 2.83283 0.249 1.484 1.645
H -1.64386 -0.41356 1.29477 -0.755 -1.067 0.617
```
Positions in Å, forces in eV/Å.

Properties
Max |F| in eV/A: 4.4
DFT total energy in hartree: -478.34931
HOMO energy in eV: -13.6
Net charge: +1
Frontier orbital gap in eV: 9.4695

[6]
The following is a DFT calculation (ωB97M-V/def2-TZVPD) of a gas-phase ion, C5H6ClN2O3 (charge +1).

XYZ file:
```
17
Properties=species:S:1:pos:R:3:forces:R:3
C -0.84257 -0.65728 1.05263 -2.287 -1.233 1.285
C -2.10792 -0.85394 0.61549 1.752 0.019 4.084
C 0.04684 -0.23694 0.13767 2.289 1.464 -1.046
C 0.22570 0.48810 -2.08609 0.147 0.850 -2.213
C 2.02132 0.41288 1.41765 -3.791 -2.673 1.776
N 1.18316 0.49407 0.41759 0.383 0.471 -2.443
N -2.97059 -1.27505 -0.19831 -4.928 1.991 -1.006
O -0.46335 -0.13190 -1.19076 0.455 -0.595 1.554
O 1.10683 1.30322 -1.92786 0.581 0.352 0.863
O 2.99082 1.18262 1.56395 3.572 2.826 0.202
Cl -0.22738 0.14221 -3.68801 -0.433 -0.362 -0.095
H -0.57718 -0.82624 2.12441 -0.255 0.787 -0.884
H 1.79649 -0.21142 2.37795 0.427 0.831 -2.139
H 1.37425 1.17182 -0.54746 -0.087 -1.214 1.433
H -2.79320 -2.00794 -0.81556 0.170 -1.169 -1.526
H -3.97937 -0.85355 -0.13296 2.493 -1.550 -0.260
H 3.21617 1.85933 0.87968 -0.489 -0.795 0.416
```
Positions in Å, forces in eV/Å.

Properties
Max |F| in eV/A: 5.4
DFT total energy in hartree: -989.11817
2S+1: 3
HOMO energy (spin up / spin down) in eV: -9.8 / -14.2
Net charge: +1
Frontier orbital gap (spin up / spin down) in eV: 6.4126 / 9.4204